A 2-piece molecular cluster, C3H9PSi overall, computed with ωB97M-V with the def2-TZVPD basis set.

Last column: natural (NBO) charge in e.
Cartesian coordinates (Å):
P 1.7506 2.2790 0.3468  0.4620
Si -2.6672 1.4508 -0.1539  0.4694
C 1.5291 0.7158 -0.2191  -0.6876
C 1.2818 -0.4972 0.6658  -0.4644
C 0.6785 -1.6215 -0.2813  -0.5994
H 1.8517 0.4835 -1.3323  0.2349
H 2.1512 -0.9475 1.1734  0.2247
H 1.3850 -1.9439 -1.0315  0.2015
H 0.5379 -0.3030 1.5847  0.2175
H -0.1582 -1.1942 -0.8354  0.2044
H 0.3862 -2.4771 0.2835  0.2092
H -3.0337 2.8803 -0.3973  -0.1355
H -2.9732 0.3537 -0.9986  -0.1728
H -2.7198 0.8213 1.1951  -0.1638

Output
Energy above the lowest of the compared OMol25 structures with the same formula, charge and spin in kJ/mol: 255.2
HOMO level (alpha / beta) in eV: -8.1 / -7.4
Kohn-Sham gap (alpha / beta) in eV: 7.5 / 6.7
Total energy in eV: -20418.1066
Maximum force in eV/A: 2.6
Spin multiplicity: 1